# 1
{
  "formula": "C54H48BrCl2IN3O7PSr",
  "method": "wB97M-V/def2-TZVPD",
  "species": ["Sr", "O", "C", "C", "C", "N", "C", "C", "C", "O", "O", "C", "O", "O", "H", "H", "H", "I", "C", "C", "C", "C", "C", "C", "C", "C", "C", "P", "C", "C", "C", "C", "C", "C", "C", "C", "C", "C", "C", "C", "C", "H", "H", "H", "H", "H", "H", "H", "H", "H", "H", "H", "H", "H", "H", "H", "H", "Br", "C", "C", "C", "C", "C", "N", "C", "O", "O", "H", "H", "H", "Cl", "C", "Cl", "H", "H", "C", "C", "C", "C", "C", "C", "C", "C", "N", "C", "C", "C", "C", "C", "C", "C", "C", "C", "C", "H", "H", "H", "H", "H", "H", "H", "H", "H", "H", "H", "H", "H", "H", "H", "H", "H", "H", "H", "H", "H", "H", "H", "H"],
  "coordinates": [[0.09, -0.60, 0.14], [6.39, -0.86, 1.73], [5.06, -0.83, 1.39], [4.27, -1.96, 1.48], [2.95, -1.85, 1.11], [2.45, -0.69, 0.69], [3.21, 0.40, 0.57], [4.55, 0.37, 0.91], [2.49, 1.65, 0.00], [3.18, 2.66, -0.17], [1.26, 1.48, -0.24], [1.97, -3.05, 1.09], [2.46, -4.17, 1.13], [0.74, -2.71, 1.03], [6.60, -1.76, 1.99], [4.66, -2.93, 1.80], [5.16, 1.26, 0.80], [-3.11, 2.25, -0.71], [-2.73, 3.79, -2.07], [-3.22, 4.98, -1.60], [-3.16, 6.17, -2.36], [-2.61, 6.13, -3.60], [-2.07, 4.92, -4.11], [-1.49, 4.97, -5.41], [-0.89, 3.88, -5.93], [-0.83, 2.70, -5.17], [-1.38, 2.57, -3.93], [-1.18, 0.91, -3.01], [0.43, 0.39, -3.75], [1.54, 1.15, -3.36], [2.81, 0.80, -3.79], [3.01, -0.31, -4.60], [1.92, -1.09, -4.95], [0.64, -0.75, -4.52], [-2.44, -0.07, -3.93], [-3.42, -0.70, -3.15], [-4.43, -1.45, -3.74], [-4.46, -1.61, -5.11], [-3.49, -1.01, -5.90], [-2.49, -0.24, -5.31], [-2.06, 3.71, -3.36], [-3.68, 5.00, -0.63], [-3.56, 7.09, -1.95], [-2.57, 7.02, -4.22], [-1.54, 5.91, -5.95], [-0.44, 3.90, -6.92], [-0.28, 1.86, -5.59], [1.42, 2.00, -2.70], [3.66, 1.40, -3.46], [4.00, -0.59, -4.92], [2.06, -1.99, -5.54], [-0.20, -1.40, -4.76], [-3.37, -0.61, -2.08], [-5.16, -1.94, -3.11], [-5.24, -2.22, -5.57], [-3.50, -1.13, -6.98], [-1.75, 0.23, -5.94], [4.48, -2.19, -1.93], [2.93, -3.30, -2.16], [3.13, -4.64, -2.47], [2.00, -5.41, -2.65], [0.75, -4.83, -2.54], [0.68, -3.48, -2.22], [1.77, -2.73, -2.03], [-0.67, -2.78, -2.13], [-1.67, -3.41, -2.48], [-0.63, -1.58, -1.70], [4.13, -5.04, -2.55], [2.09, -6.47, -2.87], [-0.18, -5.37, -2.68], [2.05, 1.06, 5.87], [1.29, 0.96, 4.24], [0.91, -0.69, 3.77], [2.00, 1.36, 3.52], [0.36, 1.54, 4.26], [-3.32, 2.62, 5.63], [-2.52, 2.43, 4.36], [-1.70, 3.45, 3.90], [-0.97, 3.25, 2.72], [-0.03, 4.31, 2.21], [-1.08, 2.07, 2.04], [-1.94, 0.98, 2.45], [-2.64, 1.22, 3.67], [-1.92, -0.13, 1.69], [-2.90, -1.19, 1.85], [-4.36, -0.70, 1.77], [-5.36, -1.86, 1.84], [-5.14, -2.63, 3.15], [-3.72, -3.19, 3.19], [-3.50, -4.13, 1.99], [-3.70, -3.33, 0.70], [-5.13, -2.79, 0.65], [-2.70, -2.17, 0.67], [-2.70, -2.04, 3.13], [-2.98, 3.49, 6.18], [-3.24, 1.75, 6.28], [-4.39, 2.76, 5.41], [-1.62, 4.38, 4.45], [0.83, 4.44, 2.88], [-0.53, 5.28, 2.14], [0.37, 4.05, 1.23], [-0.49, 1.95, 1.14], [-3.27, 0.46, 4.10], [-4.47, -0.16, 0.82], [-4.57, 0.02, 2.57], [-6.38, -1.46, 1.81], [-5.87, -3.44, 3.23], [-5.30, -1.96, 4.00], [-3.58, -3.75, 4.12], [-4.21, -4.96, 2.03], [-2.49, -4.55, 2.02], [-3.51, -3.97, -0.17], [-5.85, -3.62, 0.66], [-5.28, -2.24, -0.29], [-2.79, -1.62, -0.27], [-1.69, -2.60, 0.70], [-1.68, -2.44, 3.11], [-2.78, -1.43, 4.03]],
  "lowdin_charge": [1.439, 0.038, -0.314, 0.006, -0.238, 0.010, -0.177, 0.050, -0.632, 0.006, -0.218, -0.653, 0.011, -0.205, 0.097, 0.124, 0.123, 1.144, -0.585, -0.203, -0.095, -0.064, -0.171, -0.058, -0.078, -0.108, -0.251, 1.052, -0.379, -0.094, -0.083, -0.135, -0.100, -0.101, -0.348, -0.114, -0.076, -0.101, -0.097, -0.101, -0.163, 0.063, 0.097, 0.101, 0.102, 0.098, 0.094, 0.103, 0.105, 0.086, 0.098, 0.102, 0.054, 0.097, 0.091, 0.091, 0.092, 0.802, -0.690, -0.117, -0.061, 0.005, -0.165, 0.135, -0.618, 0.028, -0.325, 0.088, 0.100, 0.112, 0.446, -0.963, 0.619, 0.026, 0.004, -0.074, -0.309, -0.073, -0.318, -0.047, -0.117, -0.372, -0.023, -0.061, -0.467, -0.092, -0.290, -0.130, -0.287, -0.120, -0.274, -0.125, -0.111, -0.082, 0.061, 0.069, 0.070, 0.094, 0.074, 0.069, 0.073, 0.053, 0.081, 0.089, 0.104, 0.129, 0.108, 0.114, 0.129, 0.110, 0.122, 0.136, 0.111, 0.109, 0.096, 0.097, 0.114, 0.102],
  "homo_lumo_gap_ev": 5.5,
  "molar_mass_g_mol": 1247.30,
  "lumo_energy_ev": 3.8,
  "e_homo_ev": -1.653,
  "total_energy_ev": -188902.5105,
  "e_above_lowest_kcal_mol": 8.4,
  "total_charge": -2
}

# 2
{
  "formula": "C54H48I2N3O8",
  "method": "wB97M-V/def2-TZVPD",
  "species": ["C", "C", "C", "C", "N", "C", "O", "N", "O", "C", "C", "C", "C", "I", "C", "C", "I", "N", "C", "H", "H", "H", "H", "H", "H", "H", "H", "H", "H", "H", "H", "H", "H", "H", "H", "H", "H", "H", "H", "H", "H", "H", "H", "C", "C", "C", "C", "C", "C", "C", "O", "C", "C", "C", "C", "C", "C", "C", "O", "H", "H", "H", "H", "H", "H", "H", "H", "C", "C", "C", "C", "C", "C", "C", "O", "C", "C", "C", "C", "C", "C", "C", "O", "H", "H", "H", "H", "H", "H", "H", "H", "C", "C", "C", "C", "C", "C", "C", "O", "C", "C", "C", "C", "C", "C", "C", "O", "H", "H", "H", "H", "H", "H", "H", "H"],
  "coordinates": [[-3.07, -1.93, -1.53], [-4.60, -2.59, -1.44], [-4.49, -4.22, -1.79], [-5.70, -5.00, -0.96], [-5.22, -6.11, -0.06], [-4.82, -5.64, 1.32], [-5.89, -4.85, 2.02], [-5.61, -3.53, 1.98], [-5.71, -3.01, 3.09], [-4.70, -7.03, 2.24], [-3.27, -7.81, 2.06], [-2.04, -6.71, 2.24], [-0.62, -7.52, 2.31], [0.65, -6.38, 3.73], [0.10, -7.78, 0.86], [1.71, -8.10, 1.20], [-0.62, -9.65, -0.13], [-2.17, -5.74, 1.09], [-3.38, -4.85, 1.41], [-3.02, -0.98, -2.23], [-2.66, -1.66, -0.46], [-2.37, -2.73, -2.02], [-4.98, -2.40, -0.33], [-5.34, -2.05, -2.20], [-4.72, -4.28, -2.96], [-3.42, -4.65, -1.60], [-6.37, -5.52, -1.80], [-6.39, -4.20, -0.46], [-5.87, -6.93, -0.04], [-4.83, -6.75, 3.38], [-5.59, -7.78, 1.97], [-3.16, -8.56, 2.98], [-3.17, -8.46, 1.09], [-2.20, -6.22, 3.31], [-0.83, -8.56, 2.85], [0.06, -6.88, 0.12], [2.35, -7.12, 1.24], [2.14, -8.74, 0.30], [1.77, -8.77, 2.16], [-1.31, -5.20, 0.86], [-2.46, -6.30, 0.24], [-3.18, -4.44, 2.51], [-3.32, -3.89, 0.72], [0.35, 4.87, -2.14], [-0.84, 4.13, -2.16], [-0.79, 2.75, -2.39], [0.43, 2.12, -2.62], [1.61, 2.86, -2.62], [1.57, 4.24, -2.37], [2.91, 2.21, -2.91], [3.94, 2.86, -2.91], [2.93, 0.76, -3.20], [4.14, 0.14, -3.53], [4.18, -1.23, -3.79], [3.01, -1.99, -3.72], [1.80, -1.37, -3.40], [1.76, 0.01, -3.15], [0.47, 0.66, -2.84], [-0.56, -0.01, -2.78], [0.32, 5.94, -1.95], [-1.79, 4.62, -1.99], [-1.72, 2.18, -2.40], [2.49, 4.82, -2.36], [5.06, 0.72, -3.58], [5.12, -1.71, -4.05], [3.03, -3.06, -3.92], [0.89, -1.97, -3.35], [9.14, -1.70, 3.13], [8.78, -2.64, 4.09], [7.48, -3.15, 4.11], [6.53, -2.71, 3.18], [6.89, -1.74, 2.24], [8.20, -1.25, 2.20], [5.89, -1.23, 1.28], [6.20, -0.39, 0.45], [4.50, -1.74, 1.35], [3.53, -1.22, 0.48], [2.22, -1.71, 0.53], [1.88, -2.72, 1.43], [2.85, -3.23, 2.30], [4.16, -2.74, 2.26], [5.17, -3.26, 3.20], [4.87, -4.15, 4.00], [10.15, -1.31, 3.10], [9.51, -2.98, 4.82], [7.20, -3.89, 4.86], [8.48, -0.51, 1.46], [3.78, -0.43, -0.22], [1.46, -1.30, -0.13], [0.86, -3.10, 1.46], [2.58, -4.02, 3.00], [0.37, 12.65, -3.01], [0.99, 11.40, -2.97], [0.46, 10.38, -2.19], [-0.69, 10.61, -1.43], [-1.30, 11.86, -1.44], [-0.77, 12.88, -2.24], [-2.48, 12.13, -0.60], [-3.02, 13.24, -0.62], [-3.01, 11.06, 0.26], [-4.10, 11.32, 1.10], [-4.62, 10.31, 1.91], [-4.05, 9.03, 1.88], [-2.96, 8.77, 1.04], [-2.44, 9.79, 0.24], [-1.26, 9.52, -0.61], [-0.77, 8.40, -0.64], [0.79, 13.44, -3.63], [1.89, 11.22, -3.56], [0.94, 9.40, -2.17], [-1.24, 13.86, -2.27], [-4.55, 12.31, 1.13], [-5.46, 10.51, 2.57], [-4.46, 8.24, 2.51], [-2.53, 7.77, 1.03]],
  "lowdin_charge": [-0.145, -0.245, -0.188, -0.202, -0.010, -0.350, -0.066, -0.061, 0.074, -0.079, -0.137, -0.353, -0.676, 0.906, -0.744, -0.264, 0.802, 0.068, -0.040, 0.077, 0.074, 0.067, 0.084, 0.124, 0.126, 0.085, 0.140, 0.117, 0.129, 0.144, 0.146, 0.148, 0.079, 0.136, 0.109, 0.088, 0.071, 0.069, 0.080, 0.179, 0.179, 0.170, 0.141, -0.041, -0.049, 0.004, -0.090, -0.085, 0.015, -0.277, 0.107, -0.087, 0.013, -0.050, -0.061, -0.009, -0.096, -0.281, 0.068, 0.104, 0.111, 0.117, 0.125, 0.127, 0.111, 0.106, 0.115, -0.049, -0.051, 0.008, -0.088, -0.086, 0.011, -0.275, 0.106, -0.075, 0.020, -0.052, -0.073, -0.014, -0.080, -0.277, 0.091, 0.112, 0.111, 0.122, 0.124, 0.119, 0.102, 0.084, 0.053, -0.054, -0.056, 0.004, -0.087, -0.084, 0.010, -0.277, 0.102, -0.084, 0.010, -0.055, -0.059, 0.003, -0.087, -0.278, 0.080, 0.110, 0.109, 0.118, 0.123, 0.123, 0.109, 0.107, 0.119],
  "homo_lumo_gap_ev": 7.5,
  "molar_mass_g_mol": 1120.80,
  "lumo_energy_ev": -3.2,
  "e_homo_ev": -10.767,
  "total_energy_ev": -93815.5259,
  "total_charge": 1
}

# 3
{
  "formula": "C54H49F3N3O9SSbSiY",
  "method": "wB97M-V/def2-TZVPD",
  "species": ["Y", "O", "C", "O", "C", "C", "C", "N", "C", "C", "C", "O", "O", "H", "H", "H", "O", "N", "N", "O", "C", "C", "C", "C", "C", "C", "H", "H", "H", "H", "H", "O", "H", "H", "C", "C", "C", "C", "Si", "O", "C", "C", "C", "C", "C", "C", "C", "C", "C", "C", "C", "C", "H", "H", "H", "H", "H", "H", "H", "H", "H", "H", "H", "H", "H", "H", "H", "H", "H", "H", "H", "C", "S", "O", "C", "C", "C", "C", "C", "C", "H", "H", "H", "H", "H", "H", "H", "H", "F", "C", "C", "C", "C", "C", "C", "Sb", "C", "C", "C", "C", "F", "C", "C", "C", "C", "C", "C", "F", "C", "C", "H", "H", "H", "H", "H", "H", "H", "H", "H", "H", "H", "H"],
  "coordinates": [[1.23, 0.57, -0.41], [0.36, -2.22, -6.78], [1.51, -1.73, -6.66], [2.42, -1.55, -7.47], [1.72, -1.25, -5.21], [2.13, -2.11, -4.20], [2.09, -1.69, -2.89], [1.70, -0.47, -2.52], [1.35, 0.39, -3.50], [1.35, 0.04, -4.83], [0.96, 1.80, -3.07], [0.48, 2.57, -3.88], [1.18, 2.04, -1.81], [2.44, -3.12, -4.43], [2.39, -2.36, -2.09], [1.04, 0.78, -5.56], [3.39, 1.16, 0.01], [4.25, 0.23, -0.05], [3.78, -0.94, 0.12], [2.50, -1.16, 0.35], [4.69, -2.05, 0.04], [4.17, -3.33, 0.08], [5.02, -4.42, 0.00], [6.39, -4.22, -0.12], [6.90, -2.93, -0.17], [6.06, -1.84, -0.09], [3.10, -3.46, 0.19], [4.61, -5.42, 0.03], [7.06, -5.07, -0.19], [7.97, -2.78, -0.27], [6.44, -0.83, -0.13], [0.34, -0.48, 2.21], [0.37, 0.50, 2.05], [1.16, -0.67, 2.67], [2.17, 2.70, 3.73], [1.79, 3.93, 2.90], [2.99, 4.33, 2.03], [1.43, 5.07, 3.86], [0.34, 3.42, 1.76], [0.64, 1.92, 1.22], [-1.22, 3.40, 2.85], [-2.10, 4.48, 2.89], [-3.22, 4.48, 3.71], [-3.49, 3.39, 4.52], [-2.63, 2.30, 4.50], [-1.51, 2.31, 3.68], [0.00, 4.72, 0.42], [0.29, 6.08, 0.59], [0.05, 7.01, -0.42], [-0.49, 6.60, -1.63], [-0.79, 5.26, -1.83], [-0.54, 4.34, -0.81], [3.03, 2.94, 4.38], [2.46, 1.87, 3.08], [1.35, 2.38, 4.37], [3.87, 4.52, 2.66], [2.79, 5.23, 1.45], [3.25, 3.53, 1.33], [2.26, 5.25, 4.55], [0.54, 4.82, 4.46], [1.22, 6.00, 3.34], [-1.91, 5.34, 2.25], [-3.89, 5.34, 3.72], [-4.36, 3.38, 5.16], [-2.84, 1.44, 5.13], [-0.86, 1.44, 3.68], [0.71, 6.43, 1.52], [0.30, 8.05, -0.26], [-0.66, 7.31, -2.42], [-1.17, 4.91, -2.78], [-0.74, 3.30, -1.01], [-2.95, 0.24, 1.32], [-1.92, 1.37, 0.36], [-1.08, 0.47, -0.53], [-3.23, 1.96, -0.71], [-4.15, 2.87, -0.20], [-5.10, 3.40, -1.04], [-5.12, 3.05, -2.39], [-4.19, 2.16, -2.89], [-3.23, 1.61, -2.05], [-3.53, -0.39, 0.65], [-3.59, 0.85, 1.96], [-2.27, -0.35, 1.94], [-4.09, 3.17, 0.85], [-5.83, 4.10, -0.66], [-5.86, 3.49, -3.05], [-4.19, 1.90, -3.94], [-2.48, 0.92, -2.42], [-5.68, -3.83, 2.68], [-4.53, -3.51, 2.05], [-3.38, -3.37, 2.80], [-2.20, -3.06, 2.14], [-2.16, -2.91, 0.75], [-3.35, -3.03, 0.04], [-4.55, -3.33, 0.68], [-0.30, -2.44, -0.28], [-0.99, -3.44, -2.06], [-0.91, -2.82, -3.30], [-1.31, -3.46, -4.47], [-1.81, -4.74, -4.35], [-2.21, -5.40, -5.46], [-1.93, -5.39, -3.14], [-1.52, -4.73, -1.99], [0.72, -4.17, 0.55], [1.11, -5.28, -0.18], [1.80, -6.33, 0.41], [2.10, -6.25, 1.76], [2.75, -7.27, 2.34], [1.77, -5.15, 2.52], [1.09, -4.10, 1.90], [-3.41, -3.49, 3.87], [-1.30, -2.91, 2.72], [-3.36, -2.90, -1.03], [-5.48, -3.43, 0.14], [-0.53, -1.81, -3.38], [-1.17, -2.99, -5.44], [-2.34, -6.39, -3.10], [-1.62, -5.23, -1.03], [0.90, -5.34, -1.24], [2.10, -7.21, -0.15], [2.06, -5.10, 3.56], [0.87, -3.21, 2.48]],
  "lowdin_charge": [1.331, -0.032, -0.709, -0.008, -0.081, 0.000, -0.151, 0.002, -0.172, 0.068, -0.559, 0.077, -0.173, 0.128, 0.096, 0.137, -0.189, 0.006, -0.207, -0.285, -0.159, -0.008, -0.064, -0.090, -0.083, -0.019, 0.077, 0.098, 0.101, 0.103, 0.106, -0.144, -0.028, 0.049, -0.095, -0.593, -0.081, -0.090, 0.507, -0.472, -0.231, -0.094, -0.095, -0.102, -0.095, -0.115, -0.196, -0.108, -0.094, -0.090, -0.063, -0.088, 0.082, 0.067, 0.074, 0.082, 0.069, 0.071, 0.081, 0.074, 0.058, 0.100, 0.098, 0.096, 0.101, 0.091, 0.077, 0.096, 0.098, 0.106, 0.058, -0.183, 0.987, -0.662, -0.371, -0.074, -0.075, -0.081, -0.060, -0.053, 0.062, 0.063, 0.041, 0.107, 0.104, 0.102, 0.111, 0.111, 0.049, -0.288, -0.009, -0.128, -0.355, -0.131, -0.009, 1.621, -0.379, -0.108, 0.018, -0.271, 0.058, -0.012, -0.158, -0.359, -0.116, -0.018, -0.295, 0.051, -0.006, -0.135, 0.117, 0.086, 0.102, 0.119, 0.087, 0.100, 0.115, 0.103, 0.098, 0.120, 0.119, 0.084],
  "homo_lumo_gap_ev": 7.7,
  "molar_mass_g_mol": 1211.81,
  "lumo_energy_ev": 1.9,
  "e_homo_ev": -5.777,
  "total_energy_ev": -114144.6501,
  "e_above_lowest_kcal_mol": 3.1,
  "total_charge": -1
}

- Number 1 is which compound?
  C54H48BrCl2IN3O7PSr